The following is a DFT calculation (the ωB97M-V functional and the def2-TZVPD basis) of a cluster of 2 separate species, C4H8NO in total.

```
14
Properties=species:S:1:pos:R:3:nbo_charge:R:1
C 2.875 0.218 -0.794 -0.502
C -2.229 -0.364 -0.922 -0.258
C -1.269 -0.219 0.110 -0.509
C 4.041 0.220 -0.187 0.737
N -2.660 0.056 0.382 -0.565
O 5.083 0.149 0.487 -0.528
H 1.941 0.464 -0.259 0.335
H 2.870 0.386 -1.791 0.297
H -2.184 0.513 -1.502 0.194
H -2.672 -1.202 -1.426 0.206
H -0.840 -1.028 0.704 0.165
H -2.933 1.090 0.639 0.417
H -3.014 -0.698 1.084 0.427
H 5.756 0.907 0.540 0.584
```

Values from the calculation:
HOMO-LUMO gap (spin up / spin down), hartree: 0.13977 / 0.13991
Relative energy (zero: lowest compared OMol25 entry of this formula, charge and spin), kcal per mole: 175.1
Strongest force on any atom, hartree/bohr: 0.1061
Total charge: +1
Energy, a.u.: -286.6635
Molar mass, g/mol: 86.114